[1]
Entry from OMol25: a structure of composition C8H11N3O2PdS at a distorted geometry (ωB97M-V with the def2-TZVPD basis set).

The geometry in XYZ format:
```
26
Properties=species:S:1:pos:R:3:lowdin_charge:R:1
H -2.8990 -1.2760 -3.9447 0.1641
C -2.6766 -2.5080 -0.7023 0.1772
C -2.0862 -1.2762 -0.1266 0.0309
N 1.5507 2.4651 0.4273 0.0143
H 4.2119 -1.5954 2.3102 0.1140
O 0.5658 -0.0513 0.9491 -0.0190
H 3.2671 1.5784 1.1305 0.1527
C -1.6835 2.8886 1.1045 -0.5936
H -1.9583 0.7513 -2.7243 0.1558
O 2.5469 -0.8277 1.4594 0.0638
H -2.8100 -3.4181 -0.1245 0.1540
H 3.9030 0.0853 2.7658 0.1206
C 3.9177 -0.6328 1.9373 0.0494
C 1.7700 0.1523 1.1163 -0.5301
Pd -0.4780 1.6093 0.1120 1.0180
H -1.7366 -1.2506 0.9040 0.1377
H -3.4178 -3.3322 -2.5660 0.1516
H 4.5870 -0.3512 1.1212 0.1178
H 1.5966 3.2632 1.1030 0.1600
N -1.8109 -0.2118 -0.8762 0.0015
C -2.0717 -0.2113 -2.1795 0.0213
C -2.9566 -2.4583 -2.1099 0.0326
H 1.8508 2.7473 -0.5152 0.1424
C -2.6486 -1.3635 -2.8724 0.0935
S -2.8804 3.8654 1.4779 0.9995
N 2.3465 1.3583 0.8230 0.0702
```

Summary:
HOMO energy (alpha / beta) ... -0.68375 / -0.77742 Eh
Spin multiplicity ... 6
LUMO level (alpha / beta) ... -0.4245 / -0.5428 Eh
Total charge ... +3
Energy ... -1150.83889 Eh
Maximum force ... 0.0529 hartree/bohr



[2]
Entry from OMol25: the molecule C8H11N3SSi at a distorted geometry (ωB97M-V with the def2-TZVPD basis set).

The geometry in XYZ format:
```
24
Properties=species:S:1:pos:R:3:lowdin_charge:R:1
H 3.3996 2.8132 -1.4373 0.0579
H 3.4465 -1.2827 -0.0720 0.0985
C 3.8155 0.7443 -0.8384 -0.1987
N -2.9846 0.1403 -1.2418 0.0807
N -1.2412 -0.6945 0.0066 -0.0400
H 4.8691 0.6708 -1.0457 0.0996
C -1.6727 -0.0321 -0.9808 -0.3529
C 0.8113 -2.8427 0.5738 -0.2014
C 1.7266 -0.0068 -0.1310 -0.6047
Si 0.3198 -1.0144 0.6188 0.4759
H -1.0419 0.3743 -1.7851 0.1005
H -4.9312 0.4185 -0.7807 0.1222
N -3.7756 0.8798 0.8392 0.0432
H 1.0608 -3.1893 -0.4238 0.0264
C -3.9019 0.5032 -0.4381 -0.2330
C -3.2459 1.8325 1.4498 0.0141
H 1.6706 -3.0048 1.2152 0.0190
C 3.0803 1.8655 -1.0492 -0.4207
H 0.1705 -0.5543 2.0127 -0.0112
H -0.0005 -3.4548 0.9513 0.0186
H -3.2154 1.8002 2.5307 0.0785
S 1.4309 1.6382 -0.6125 0.9474
C 3.0420 -0.3143 -0.3134 -0.2098
H -2.8325 2.7100 0.9517 0.0900
```

Summary:
Structure (SMILES) ... C=N/C=N\C=N\[Si@@H](C)c1cccs1
HOMO energy ... -0.32552 Eh
LUMO level ... 0.0144 Eh
Total charge ... 0
Energy ... -1163.35911 Eh
Maximum force ... 0.0297 hartree/bohr



[3]
Entry from OMol25: the ion C8H11N4 with charge +1 at a distorted geometry (ωB97M-V with the def2-TZVPD basis set).

The geometry in XYZ format:
```
23
Properties=species:S:1:pos:R:3:lowdin_charge:R:1
H 3.7546 0.0717 -0.7277 0.1893
H -0.5242 -0.9391 2.3013 0.1313
H -2.2788 -1.8948 0.6058 0.1391
C -0.2525 -1.5822 1.4507 -0.1275
H -2.4209 1.9295 -2.4757 0.0880
C 2.8060 -0.4701 -0.2849 -0.0017
C 1.4938 -0.1159 0.1934 -0.1300
H -0.8606 -2.1215 -0.4469 0.1401
C 0.9018 1.1420 0.2753 -0.0522
N -2.3045 0.4722 -0.7840 0.0045
C -1.2959 -1.5151 0.3550 -0.1666
C -1.5641 -0.1495 -0.0109 -0.0560
H -3.8608 1.6692 -1.5687 0.0667
H -0.2037 -2.5385 1.8805 0.1018
H 3.8466 -2.1582 -0.1053 0.1557
C 1.1553 -1.2960 0.9534 -0.2242
H 0.9729 3.0225 -0.2314 0.0842
H 1.6587 2.1414 -1.4001 0.1525
C -2.8193 1.3327 -1.6004 -0.0149
H 0.1234 1.3206 1.0163 0.1427
N 3.0203 -1.6804 0.0907 0.0229
N 2.0125 -2.2449 0.7453 0.1406
N 1.0981 2.1472 -0.5485 0.2138
```

Summary:
HOMO energy (alpha / beta) ... -0.40275 / -0.40278 Eh
LUMO level (alpha / beta) ... -0.1644 / -0.1644 Eh
Total charge ... +1
Energy ... -530.08559 Eh
Maximum force ... 0.0798 hartree/bohr



[4]
Entry from OMol25: the molecule C8H11N5S at a distorted geometry (ωB97M-V with the def2-TZVPD basis set).

The geometry in XYZ format:
```
25
Properties=species:S:1:pos:R:3:lowdin_charge:R:1
H 2.6879 -0.9505 -2.9187 0.1055
N -0.1134 0.4367 0.7548 -0.2621
H 0.9628 -0.1312 2.1724 0.1028
H -1.7336 -0.7336 0.0313 0.1608
C -0.2188 -0.7019 -1.3338 -0.5972
N -2.7022 1.2081 -1.7149 0.0668
H -0.4246 1.0800 2.7184 0.0897
N -2.8458 2.3848 -2.2737 -0.0395
H -1.1568 2.0048 1.2647 0.0485
C 0.4701 -0.6861 1.3307 -0.1309
C -0.8982 1.1542 1.7620 -0.0367
H 1.2550 -1.2164 0.6158 0.1316
H -0.1529 -1.5424 1.6641 0.1015
S -0.5211 -2.2545 -1.8513 1.0561
H -0.1485 2.9679 -0.8699 0.1633
C -0.9989 0.0623 -0.3164 -0.3363
C -1.6037 1.2109 -1.0173 -0.2907
C 1.6228 -1.1299 -2.6717 -0.1660
H 1.4379 0.5718 -1.1553 0.1138
C 0.9519 -2.3530 -2.7286 -0.4011
N -0.9519 2.4454 -1.2177 0.1094
N -1.8480 3.1248 -1.9567 -0.0278
H -1.7854 0.5723 1.8358 0.0863
H 1.0665 -3.1495 -3.4803 0.0699
C 0.9659 -0.1553 -1.8126 -0.1177
```

Summary:
Structure (SMILES) ... CN(C)[C@@H](c1nnn[nH]1)c1cccs1
HOMO energy ... -0.33292 Eh
LUMO level ... 0.0217 Eh
Total charge ... 0
Energy ... -983.28057 Eh
Maximum force ... 0.0793 hartree/bohr



[5]
Entry from OMol25: a structure of composition C8H11NO at a distorted geometry (ωB97M-V with the def2-TZVPD basis set).

The geometry in XYZ format:
```
21
Properties=species:S:1:pos:R:3:lowdin_charge:R:1
H -2.0917 1.5592 0.0622 0.0989
H -0.7265 0.0984 1.8212 0.1058
N 1.5821 2.9123 -0.1624 0.0912
H -0.1407 -1.2271 -2.0028 0.0339
O 0.2405 3.0647 -0.4465 0.0335
C -1.0781 -0.6632 1.0763 -0.0610
H -0.3675 -1.4337 1.3371 0.0847
C 3.2901 1.1862 0.3298 -0.0264
H -1.1603 -2.1979 -1.0346 0.0816
C 1.9224 1.6406 -0.0571 -0.3253
C -0.1764 1.8265 -0.6397 -0.3197
H 3.2663 0.1834 -0.0772 0.0709
H -1.8300 -0.8047 -2.0833 0.1047
H 3.5122 1.1757 1.3834 0.0743
C -0.9368 -0.1877 -0.3380 -0.3261
C -1.5511 1.1457 -0.7468 -0.0607
H -2.0814 -0.8927 1.2865 0.0686
C 0.7458 0.8926 -0.3475 0.0564
H 4.0536 1.7210 -0.2540 0.0867
H -2.1013 1.3095 -1.7797 0.1585
C -0.9714 -1.2158 -1.4488 -0.0304
```

Summary:
HOMO energy ... -0.32798 Eh
LUMO level ... 0.0283 Eh
Total charge ... 0
Energy ... -441.24558 Eh
Maximum force ... 0.0937 hartree/bohr



[6]
Entry from OMol25: the molecule C8H11NO2 at a distorted geometry (ωB97M-V with the def2-TZVPD basis set).

The geometry in XYZ format:
```
22
Properties=species:S:1:pos:R:3:lowdin_charge:R:1
C -1.2637 -0.6086 0.4470 -0.4341
C -3.1774 2.0397 0.0927 0.0278
H -3.1530 -2.3684 -0.5033 0.1349
H 3.4701 1.5681 -1.2642 0.0925
C 2.1300 0.5778 0.1539 -0.3315
H -2.7898 2.2347 -0.9005 0.0571
H 2.7262 2.1209 1.7260 0.1048
H 2.4274 0.5169 2.2973 0.0255
O -0.8030 -1.6566 0.8153 0.1376
O -0.4734 0.5714 0.2045 0.0697
H 2.6616 0.2059 -1.9956 0.0773
H 3.9385 -0.1013 -0.6433 0.0985
H -3.1974 2.9195 0.6860 0.0365
C 0.8332 0.5254 0.0278 -0.0043
C -3.3323 -1.6473 0.3524 0.0043
H -3.1743 -2.0940 1.3038 0.0912
C -3.1210 0.8019 0.6233 -0.0696
C 3.0578 0.5441 -1.0184 -0.1004
H 3.9340 0.8848 1.3478 0.0596
C 2.8597 0.9918 1.5058 -0.0394
H -4.2999 -1.4233 0.2790 0.0415
N -2.6109 -0.3690 0.3504 -0.0795
```

Summary:
HOMO energy (alpha / beta) ... -0.25198 / -0.28130 Eh
LUMO level (alpha / beta) ... -0.0082 / 0.0243 Eh
Total charge ... 0
Energy ... -516.40624 Eh
Maximum force ... 0.0889 hartree/bohr



[7]
Entry from OMol25: the molecule C8H11NO2 at a distorted geometry (ωB97M-V with the def2-TZVPD basis set).

The geometry in XYZ format:
```
22
Properties=species:S:1:pos:R:3:lowdin_charge:R:1
C -0.2091 0.7216 -0.2308 -0.1892
C -0.4318 -1.6744 -0.0934 -0.0555
C 1.1224 0.5858 0.0731 -0.2111
H 0.9850 -3.0504 0.4313 0.1767
H -2.6708 0.5735 -0.9627 0.0807
H -3.3270 -1.3246 1.2857 0.0941
H -1.3527 2.5342 0.4358 0.0663
H -1.1424 -2.5210 0.0699 0.1364
H -2.6858 -1.0567 -1.0839 0.0834
O 1.8372 1.6620 0.5098 0.0635
O 3.0444 -0.7312 -0.0803 -0.0266
H 0.2019 2.7684 -0.0084 0.0490
H -1.1756 2.8213 -1.2112 0.1185
C -3.0437 -0.2939 0.8147 -0.0893
N -0.9369 -0.3403 -0.4426 -0.0570
C 1.7651 -0.7127 -0.1107 -0.3196
H 2.6989 1.3291 0.6705 0.0839
C -0.6576 2.2338 -0.3512 0.0108
C 0.8675 -1.8863 0.0446 0.0017
C -2.3617 -0.2874 -0.5306 -0.2472
H -2.3267 0.2951 1.5687 0.1138
H -4.0052 0.4476 0.7721 0.1170
```

Summary:
Structure (SMILES) ... CCn1ccc(=O)c(O)c1C
HOMO energy ... -0.28591 Eh
LUMO level ... 0.0248 Eh
Total charge ... 0
Energy ... -516.56844 Eh
Maximum force ... 0.1047 hartree/bohr



[8]
Entry from OMol25: the molecule C8H11NO4S at a distorted geometry (ωB97M-V with the def2-TZVPD basis set).

The geometry in XYZ format:
```
25
Properties=species:S:1:pos:R:3:lowdin_charge:R:1
H 1.0426 -0.5941 -1.7373 0.0878
O 3.7267 0.9502 0.8250 -0.1053
C -2.8174 0.4965 -1.1738 -0.0930
S 2.7371 0.4087 -0.2327 0.5670
C -0.9908 1.2254 0.8087 -0.0344
H -2.5330 2.7920 1.3297 0.1260
O 3.3937 -0.7641 -0.8082 -0.2905
H 1.7551 -1.9529 -1.1371 0.1375
C -2.1756 1.9201 0.6890 -0.0948
H -1.5610 -1.2169 -1.6998 0.1474
H -3.6204 0.3143 -1.9122 0.1093
H -0.0500 1.2587 1.5633 0.1650
H -3.9702 2.1092 -0.5008 0.0947
H 0.6657 -1.4632 2.1838 0.0887
C -1.6156 -0.2220 -1.0832 -0.0440
O 1.6174 -0.0415 0.7320 -0.2136
C 0.2004 -1.8670 1.2730 0.0212
H 4.5094 0.4612 1.1100 0.1234
C -0.7284 0.1333 -0.0546 -0.1630
N 0.8062 -1.3809 -1.1061 0.0476
C -3.0278 1.6071 -0.3685 -0.1133
O 2.2957 1.4632 -1.1272 -0.2233
H -0.8845 -1.9620 1.4115 0.0897
C 0.5194 -0.8304 0.1820 -0.5614
H 0.7053 -2.8450 0.8337 0.1314
```

Summary:
Structure (SMILES) ... C[C@](N)(OS(=O)(=O)O)c1ccccc1
HOMO energy ... -0.34292 Eh
LUMO level ... 0.0119 Eh
Total charge ... 0
Energy ... -1065.28833 Eh
Maximum force ... 0.0745 hartree/bohr



[9]
Entry from OMol25: the molecule C8H11NS at a distorted geometry (ωB97M-V with the def2-TZVPD basis set).

The geometry in XYZ format:
```
21
Properties=species:S:1:pos:R:3:lowdin_charge:R:1
C -1.1598 -0.5764 -0.3182 -0.2821
H 1.1855 -0.5096 -2.6152 0.0874
N -0.3438 -0.4940 2.7738 0.0927
C -1.6435 0.2648 -1.5219 -0.0918
H 2.9016 -0.4496 -2.1550 0.0467
C 1.9753 0.0306 -2.0598 -0.1653
S 2.8053 0.3633 0.5408 0.9909
C 1.8469 0.0740 1.9452 -0.4167
H -3.4579 -0.3816 -0.3964 0.0862
H -1.1306 -1.5700 -0.3405 0.0853
H 2.2091 0.3785 2.9576 0.0823
C 0.5503 -0.2499 1.6942 -0.4712
C 1.5911 0.1496 -0.6542 -0.4295
H -1.2553 -0.0885 2.6035 0.0804
C -2.5185 0.1327 -0.1624 -0.0878
H 0.1510 0.0018 3.4951 0.0659
H -2.0281 -0.2942 -2.4076 0.1013
H 2.0864 1.0034 -2.5624 0.0839
H -1.2876 1.2851 -1.6029 0.0893
H -2.5805 1.0754 0.4080 0.0954
C 0.1034 -0.1454 0.3783 -0.0434
```

Summary:
Structure (SMILES) ... Cc1scc(N)c1C1CC1
HOMO energy ... -0.27277 Eh
LUMO level ... 0.0239 Eh
Total charge ... 0
Energy ... -764.22254 Eh
Maximum force ... 0.1359 hartree/bohr



[10]
Entry from OMol25: the molecule C8H11O2P at a distorted geometry (ωB97M-V with the def2-TZVPD basis set).

The geometry in XYZ format:
```
22
Properties=species:S:1:pos:R:3:lowdin_charge:R:1
H 1.4932 1.6933 -0.9428 0.1073
C -1.5797 3.0720 -0.3006 -0.0863
H 2.5419 -0.6129 1.5971 0.0754
C 1.6966 -1.2851 1.4990 -0.4282
H -2.0660 4.0241 -0.3461 0.0981
H -2.0263 -0.1240 0.7244 0.0896
H -3.2652 2.0916 0.5737 0.1145
H 1.4325 -3.2048 0.9867 0.0652
C 0.4407 1.7739 -0.6249 -0.1141
C 0.6272 -2.1937 -1.2146 -0.4195
O -0.0029 -3.2934 -0.5933 -0.1670
H 1.6054 -2.5092 -1.5333 0.0761
O 2.0971 -2.6721 1.4908 -0.1239
C -1.5415 0.7395 0.2878 -0.0957
C -0.2755 2.9548 -0.7314 -0.0965
P 0.7267 -0.9135 0.0513 1.0415
H 0.0853 -1.8132 -2.0728 0.0815
H 0.2024 3.8315 -1.1332 0.0998
H 1.0648 -1.1336 2.3731 0.0770
H -0.8614 -3.0287 -0.2058 0.0886
C -2.2154 1.9488 0.2366 -0.0897
C -0.1798 0.6547 -0.1217 -0.3935
```

Summary:
Structure (SMILES) ... OCP(CO)c1ccccc1
HOMO energy ... -0.26089 Eh
LUMO level ... 0.0220 Eh
Total charge ... 0
Energy ... -803.17277 Eh
Maximum force ... 0.0433 hartree/bohr